No. 1
The ion C10H15BN2O3PS with charge +1, computed with ωB97M-V with the def2-TZVPD basis set.

The geometry in XYZ format:
```
33
Properties=species:S:1:pos:R:3:forces:R:3:lowdin_charge:R:1
N -1.84829 3.76072 -0.12925 1.4 -1.9 0.8 0.203
B -0.98957 3.03605 -1.02922 -0.2 0.9 -0.3 -0.604
O -0.04494 3.67366 -1.79619 0.3 -0.9 0.9 0.162
C -1.15187 1.43268 -1.09541 -0.9 0.6 -0.9 -0.338
N -0.20781 0.55424 -1.00155 -0.8 0.0 0.1 -0.043
C 1.23271 0.80746 -0.86537 1.0 -0.3 0.4 -0.045
C 1.83661 0.01298 0.28526 -0.7 0.8 -1.5 -0.245
C 1.82412 0.52416 1.55574 -0.2 0.4 0.2 -0.038
C 2.34740 -0.22737 2.58712 -0.6 1.1 0.3 -0.062
C 2.85729 -1.45958 2.30278 0.7 -0.9 1.1 -0.075
C 2.89980 -1.96009 1.02407 0.2 -0.6 -0.1 -0.057
C 2.38099 -1.21322 -0.00495 0.2 -0.7 -0.2 -0.055
C -0.71825 -0.81897 -1.05789 0.2 -1.8 1.2 -0.197
C -2.20503 -0.82049 -0.70892 0.0 0.2 0.0 -0.652
P -3.04508 -2.36821 -1.39809 -0.5 -0.9 -1.3 0.842
O -1.95950 -3.52577 -0.92832 -0.1 1.5 0.4 -0.263
O -4.29153 -2.58355 -0.34450 0.8 1.0 0.0 -0.264
S -2.76396 0.81226 -1.32146 0.5 -0.1 0.2 1.075
H -2.30910 3.08622 0.48289 -0.5 0.4 -0.1 0.075
H -1.24823 4.28606 0.51035 -0.5 0.8 -0.3 0.107
H 0.49762 4.19964 -1.19113 0.0 0.6 -0.6 0.123
H 1.72095 0.49758 -1.79323 -0.2 0.0 -0.1 0.150
H 1.46338 1.86086 -0.71983 -0.5 0.1 -0.2 0.129
H 1.40316 1.51084 1.72342 0.0 0.0 0.1 0.120
H 2.30570 0.19149 3.58435 0.2 -0.3 0.1 0.118
H 3.26411 -2.05004 3.11696 0.0 0.0 -0.1 0.119
H 3.33085 -2.94046 0.86473 0.0 0.1 -0.2 0.119
H 2.39742 -1.60186 -1.01761 0.0 0.1 0.0 0.126
H -0.29092 -1.44641 -0.26795 0.6 0.5 0.0 0.122
H -0.42029 -1.38655 -1.94670 -0.3 0.7 -0.5 0.148
H -2.35150 -0.76581 0.37947 0.2 -0.1 -0.1 0.093
H -1.58707 -3.23118 -0.08190 0.1 -0.8 0.1 0.053
H -4.32913 -1.84736 0.28234 -0.4 -0.3 0.3 0.052
```
Forces are in eV/Å.

Computed properties:
lowest unoccupied orbital energy = -4.41 eV
HOMO-LUMO gap = 8.34 eV
electronic energy = -1489.5563 hartree
F_max = 2.46 eV Å⁻¹
charge = +1
multiplicity = 1

***

No. 2
A structure of composition C5H7NO, computed with ωB97M-V with the def2-TZVPD basis set.

The geometry in XYZ format:
```
14
Properties=species:S:1:pos:R:3:forces:R:3:lowdin_charge:R:1
C 0.21610 1.81479 0.27370 0.1 0.1 0.5 -0.051
C 0.33868 0.46884 -0.45257 -2.3 1.1 -1.6 -0.318
C 1.65913 -0.01021 -0.60993 2.6 -0.8 -1.0 -0.212
N 2.74164 -0.40809 -0.78230 -1.7 0.6 0.4 0.158
C -0.68758 -0.50703 -0.11513 -3.2 0.7 -0.5 -0.466
O -1.80683 -0.09975 -0.48878 -0.4 -0.5 0.2 0.020
C -0.63203 -1.82980 0.43671 1.6 -1.3 1.1 0.007
H 0.61460 1.75481 1.29374 0.0 0.1 -0.1 0.086
H 0.77913 2.57967 -0.26911 -0.1 -0.2 0.1 0.087
H -0.83100 2.13272 0.32896 0.3 -0.2 -0.1 0.084
H -0.74045 0.61914 -1.37741 3.2 0.5 1.0 0.288
H -1.55797 -2.39305 0.45340 -0.2 0.4 -0.2 0.099
H -0.21476 -1.74232 1.44291 0.1 -0.3 0.1 0.110
H 0.12135 -2.37973 -0.13420 0.1 -0.2 0.1 0.107
```
Forces are in eV/Å.

Computed properties:
lowest unoccupied orbital energy = 0.22 eV
HOMO-LUMO gap = 10.04 eV
electronic energy = -324.6107 hartree
F_max = 3.38 eV Å⁻¹
multiplicity = 1

***

No. 3
The molecule C4H6N2, computed with ωB97M-V with the def2-TZVPD basis set.

The geometry in XYZ format:
```
12
Properties=species:S:1:pos:R:3:forces:R:3:lowdin_charge:R:1
N 2.49651 0.39948 -1.21072 -0.6 -0.4 0.8 0.147
C 1.73411 0.08093 -0.40040 0.6 0.3 -0.7 -0.183
C 0.68031 -0.24221 0.58431 0.2 0.1 0.2 -0.326
C -0.42262 0.84579 0.52375 0.0 0.2 0.1 -0.110
C -1.13911 -0.11600 -0.44213 -0.2 0.1 -0.1 -0.193
N -0.32099 -1.21015 0.11586 0.1 -0.3 -0.1 -0.015
H 1.13807 -0.47866 1.55158 -0.1 0.1 -0.2 0.137
H -0.93199 0.94232 1.48374 0.0 0.0 -0.1 0.109
H -0.12175 1.82352 0.14664 -0.1 -0.1 0.1 0.109
H -0.89919 0.11912 -1.48891 -0.1 0.0 0.2 0.112
H -2.21923 -0.24637 -0.32916 0.2 0.0 0.0 0.104
H 0.00589 -1.91778 -0.53459 0.0 0.1 0.1 0.109
```
Forces are in eV/Å.

Computed properties:
lowest unoccupied orbital energy = 1.00 eV
HOMO-LUMO gap = 10.90 eV
SMILES = N#C[C@H]1CCN1
electronic energy = -265.4793 hartree
F_max = 1.08 eV Å⁻¹
multiplicity = 1

***

These records have HOMO values of -12.75, -9.81, -9.90 eV, in the order they appear.